Molecular formula: O2
Method: DFT, the ωB97M-V functional and the def2-TZVPD basis

Structure (XYZ):
```
2
Properties=species:S:1:pos:R:3
O 0.000 0.000 0.819
O 0.000 0.000 -0.819
```

Values from the calculation:
* 2S+1: 1
* LUMO level: -0.1777 hartree
* SMILES: O=O
* HOMO: -12.39 eV
* E: -150.16684 Eh
* relative energy (zero: lowest compared OMol25 entry of this formula, charge and spin): 3.5314 eV
* strongest force on any atom: 10.255 eV/Å

In elementary charge units, the Löwdin charges are: atom 1 (O): 0.000, atom 2 (O): 0.000

***

Molecular formula: C40H66F4N2O22S5
Method: DFT, the ωB97M-V functional and the def2-TZVPD basis

Structure (XYZ):
```
139
Properties=species:S:1:pos:R:3
C 4.685 1.065 0.484
O 1.137 3.372 -5.703
H -5.603 4.579 4.572
O -4.523 0.797 2.015
C -0.291 6.361 -2.594
O 4.622 0.458 5.258
H 4.872 0.350 -0.281
H 2.633 0.113 0.697
H -0.818 3.626 -1.142
C -0.567 5.404 -0.065
N -5.454 4.035 -0.527
H 0.001 1.005 2.327
C -4.662 2.957 -2.852
H -3.484 3.247 5.760
H -4.825 -4.395 2.702
C -3.882 1.539 4.503
H 2.004 -0.592 -4.840
H -1.435 4.766 -3.393
H 0.571 -0.541 -3.810
C 1.975 1.042 -3.546
O 0.861 -1.365 -1.033
O 2.147 3.281 1.819
O 0.543 -0.579 1.091
H 3.337 0.960 2.161
H 0.464 6.120 -3.363
F -1.255 -0.544 2.465
H 3.489 -2.375 -0.128
C 4.917 -5.256 -1.986
H 5.971 -5.402 -2.196
O -0.278 -3.458 2.022
H -1.288 1.936 0.468
C -4.245 1.511 -2.585
H -0.610 7.389 -2.774
F 2.387 1.065 5.352
C 4.096 -2.890 -0.878
C -5.156 3.586 -1.550
H 1.282 -5.951 -1.121
O 0.202 -5.550 2.493
H -0.666 0.391 -5.634
H 3.752 -4.856 -3.720
H -3.799 1.170 -3.584
H 3.674 4.288 -0.242
C -1.421 5.371 -2.460
C -5.437 3.100 3.006
H -3.783 3.547 -3.212
H -1.504 -5.426 -2.289
C 1.462 -4.998 2.421
C 1.022 2.195 -3.292
H 3.452 3.080 -1.466
O -4.585 -4.281 0.755
H 4.353 -6.149 -1.884
H -5.292 -0.502 -2.423
C -4.367 2.865 5.213
H 0.103 4.869 0.659
O 4.890 1.965 3.567
H 1.452 3.146 -2.931
H -1.405 -6.876 0.041
H 5.013 -3.718 -3.444
C 3.746 3.249 -0.437
C 3.665 1.507 5.563
O 3.770 -5.198 0.400
H 5.330 0.710 1.271
C 4.980 2.526 0.006
C 3.946 2.593 4.569
C 1.228 0.045 -4.400
H -5.472 3.045 -3.488
O -3.090 -2.689 0.956
C 5.100 0.715 4.018
H 2.472 -3.727 -1.876
H -3.400 1.416 -1.869
S 0.578 6.319 -1.042
H -2.263 0.428 0.673
H 0.203 1.902 -2.672
C 4.252 -4.291 -2.928
H -5.972 -3.278 1.886
O -1.875 -5.097 1.851
F -3.225 -2.529 3.148
S 0.233 2.562 -4.910
C -5.447 0.582 -2.265
O 0.823 7.638 -0.514
O -2.861 2.647 2.202
O -0.698 0.200 -0.670
H -4.493 0.629 4.603
S 2.363 2.536 0.597
H 3.275 -2.456 -2.773
H -4.427 -1.520 1.918
H -4.055 4.509 3.847
C -0.349 -7.064 -0.259
C 0.296 -0.654 -0.287
C 0.339 0.780 -5.524
C 3.410 -3.297 -2.152
N -0.191 -9.275 -1.590
H 0.143 -7.201 0.740
H -2.853 1.279 4.723
C -0.749 -4.698 2.086
H -6.304 0.829 -2.879
H -5.794 0.631 -1.194
C -1.333 4.598 -1.104
H -1.176 6.154 0.382
H -0.372 -6.620 -2.991
C 1.212 -3.536 1.980
C -3.464 -3.796 0.244
H -2.286 4.289 -0.678
H 2.216 0.526 -2.561
C 3.165 0.993 1.101
F 2.080 -4.997 3.697
C -4.926 -3.650 1.952
C -4.882 3.851 4.174
H 4.459 3.491 4.918
H 5.509 2.971 0.768
S -4.073 1.959 2.716
H 0.018 -4.819 -2.883
H 1.733 -2.784 2.576
H 2.955 1.330 -3.892
H 0.769 0.884 -6.510
H -6.327 2.543 3.210
O -2.903 -4.208 -0.708
H -5.625 3.757 2.204
H -0.088 -4.981 -0.505
O -1.146 2.909 -4.677
C -0.445 0.252 1.709
H 3.743 1.747 6.619
O 1.701 5.410 -1.261
O 1.211 2.251 -0.177
H 3.125 2.886 3.953
O 6.184 -4.360 0.125
H 4.975 -2.274 -1.114
H -2.345 5.876 -2.469
C -0.450 -5.661 -2.389
H 5.668 2.597 -0.836
O 5.676 -0.109 3.433
C 0.195 -5.850 -1.057
S 4.814 -4.482 -0.342
C -0.259 -8.288 -1.011
H 2.163 -5.546 1.792
C -1.237 0.837 0.525
H -5.172 2.650 5.918
H 1.508 -3.462 0.952
C -3.936 -2.490 1.983
```

Values from the calculation:
* 2S+1: 1
* LUMO level: 0.0040 hartree
* SMILES: O=C1OC[C@@H](F)O1.O=C1OC[C@@H](F)O1.O=C1OC[C@@H](F)O1.O=C1OC[C@@H](F)O1.O=S1(=O)CCCC1.O=S1(=O)CCCC1.O=S1(=O)CCCC1.O=S1(=O)CCCC1.O=S1(=O)CCCC1.CCCC#N.CCCC#N
* HOMO: -10.27 eV
* E: -5718.91026 Eh
* relative energy (zero: lowest compared OMol25 entry of this formula, charge and spin): 0.0000 eV
* strongest force on any atom: 3.754 eV/Å

Atom charges from the Löwdin analysis, given in e for atoms 1 to 4: atom 1 (C): -0.127, atom 2 (O): -0.328, atom 3 (H): 0.125, atom 4 (O): -0.342

***

Molecular formula: C59H60BBr2Cl2N7O5Sn
Method: DFT, the ωB97M-V functional and the def2-TZVPD basis

Structure (XYZ):
```
137
Properties=species:S:1:pos:R:3
H 4.625 -7.027 -4.519
H 1.327 1.431 -2.641
C 2.179 -2.728 2.221
C 4.274 -4.933 -4.785
H 1.641 5.217 -2.397
H -3.277 -1.926 2.811
C -4.646 1.913 -0.040
H -7.125 -0.201 0.927
C 2.312 -5.208 -2.846
H -0.974 -1.998 2.690
C -2.113 1.247 -4.914
H -4.894 5.072 -1.449
C -2.006 1.374 -6.376
C 3.048 -6.317 -3.243
C 2.936 -0.626 7.582
H -0.480 3.002 3.453
O 2.689 -2.231 -0.044
H 0.848 0.467 4.314
C 3.916 3.258 0.494
H -2.130 1.083 4.768
H 4.956 -3.487 0.356
H 3.026 -2.747 7.911
C 0.821 3.324 -1.703
C -1.947 1.731 -9.166
H 4.268 0.954 4.896
N -0.240 2.749 0.882
C -5.085 4.304 -0.695
B -1.084 1.557 0.660
H -0.067 0.477 -6.651
H 4.026 2.808 2.584
C -2.903 1.306 4.027
H -0.532 4.845 1.385
H -5.421 -0.816 2.593
O 0.814 -3.071 -2.001
N -2.406 2.189 0.924
O -3.069 -3.788 1.370
H -0.414 -2.796 5.004
H 5.034 -4.799 -5.544
H -2.848 1.898 -4.458
Sn 0.386 -1.550 -0.473
H 2.406 -0.412 8.500
H 0.770 4.178 3.874
C 1.173 2.848 0.766
H 0.398 2.847 4.979
H -0.042 0.745 -9.076
N 4.576 -4.092 4.787
N 4.437 -3.548 5.912
C 1.774 -2.747 -2.881
Br -1.570 0.662 -2.198
N 0.910 -2.335 1.978
C 2.610 -3.155 3.490
H -3.321 3.155 -1.134
H -3.980 -1.157 4.249
H -3.869 1.346 4.540
H 0.276 0.581 2.626
N 0.443 -0.999 -3.752
C 4.035 -6.172 -4.208
H 0.750 -2.725 -4.715
C -3.125 -1.149 3.564
H -2.243 -1.405 4.159
H -3.839 2.715 -8.913
C 1.715 3.166 -0.488
H -2.693 2.290 3.608
C -2.288 3.546 1.234
Br 2.914 2.197 7.214
H 1.547 -5.267 -2.082
H -0.769 -1.193 -5.414
H 2.305 2.792 -3.217
H -1.921 1.867 -10.240
H -3.882 2.402 -6.472
H 1.938 0.108 2.965
H 3.040 -2.040 -4.781
C -0.921 0.926 -7.137
C 1.549 2.233 3.267
C -2.927 0.228 2.937
H -3.132 4.161 1.503
O 3.787 -2.635 -4.988
C 3.272 -1.928 7.246
C -6.167 0.307 0.936
H -6.167 4.153 -0.630
H -2.223 -5.698 0.197
C 0.351 -2.773 4.238
C -4.398 2.989 -1.081
C 3.087 3.365 -0.607
C -1.637 -4.851 -0.131
C -5.883 1.274 -0.010
C 2.010 2.689 1.887
C -0.528 -0.649 -4.494
H 5.652 -4.346 2.587
Cl -1.838 -4.718 -1.895
C 1.625 -3.188 4.504
H -1.955 0.242 2.434
C -2.135 -3.584 0.595
C -3.679 1.561 0.915
C 3.987 0.143 5.555
H 4.808 -1.362 4.283
H 2.860 -7.284 -2.791
C -4.883 2.578 -2.473
C 2.542 -3.958 -3.402
H -4.741 4.682 0.266
C 3.945 -2.215 6.062
C 0.023 -2.331 2.950
H 1.874 -3.559 5.488
H -0.027 4.915 -2.909
H -5.975 2.561 -2.529
C 3.374 2.919 1.723
C 4.321 -3.371 1.224
C 3.073 -2.730 1.047
H 2.447 2.306 3.892
H 3.509 3.613 -1.575
C 1.122 0.760 3.294
C 1.305 2.493 -2.890
N 1.224 -2.053 -4.108
O -1.550 -2.485 0.374
H 2.519 -2.033 -2.489
C 4.291 -1.163 5.212
C -0.987 3.886 1.188
C -3.019 2.205 -8.422
H -4.509 1.594 -2.754
H 0.314 5.387 -1.237
H -4.537 3.307 -3.212
Cl 0.056 -5.196 0.313
C -3.042 2.031 -7.048
C 3.312 0.403 6.736
C -0.898 1.098 -8.513
C 3.525 -3.832 -4.388
C 3.945 -3.664 3.622
C -1.412 0.456 -4.094
C 4.697 -3.848 2.462
H -6.634 1.530 -0.749
H 0.626 2.622 -3.738
C 0.679 4.800 -2.082
H -0.163 2.950 -1.426
C -3.960 0.579 1.883
H 4.984 3.417 0.395
C 0.493 3.122 3.925
C -5.206 -0.035 1.875
```

Values from the calculation:
* 2S+1: 1
* LUMO level: 0.1325 hartree
* total charge: -2
* HOMO: -0.81 eV
* E: -9351.43377 Eh
* relative energy (zero: lowest compared OMol25 entry of this formula, charge and spin): 1.1892 eV
* strongest force on any atom: 0.445 eV/Å

Atom charges from the Löwdin analysis, given in e for atoms 1 to 4: atom 1 (H): 0.088, atom 2 (H): 0.060, atom 3 (C): -0.154, atom 4 (C): -0.040

***

Molecular formula: C12H24FK2O9
Method: DFT, the ωB97M-V functional and the def2-TZVPD basis

Structure (XYZ):
```
48
Properties=species:S:1:pos:R:3
H 25.743 26.084 -11.642
K 31.147 24.789 -11.090
O 28.243 25.799 -15.650
H 27.168 14.147 -11.341
H 26.607 24.497 -9.816
O 28.382 26.257 -17.757
O 27.292 18.698 -11.705
H 28.686 25.839 -13.648
C 28.545 25.077 -14.415
H 25.052 29.486 -6.522
C 28.166 14.333 -10.943
K 30.462 20.975 -9.543
C 26.470 27.836 -8.868
H 29.000 14.072 -11.594
O 27.685 27.965 -8.773
H 27.639 24.575 -11.142
C 28.620 15.683 -10.410
H 26.392 20.564 -10.995
C 27.207 20.133 -11.577
H 27.204 20.586 -12.568
O 28.761 24.082 -17.193
H 28.371 13.554 -10.209
H 27.523 23.084 -14.771
O 25.549 28.311 -8.082
C 25.931 29.112 -7.047
C 28.092 17.957 -10.838
H 29.658 25.691 -19.201
H 27.112 27.164 -11.447
H 29.702 15.813 -10.400
H 29.562 24.704 -14.532
H 28.089 20.477 -11.035
O 25.900 27.052 -9.805
F 29.200 22.591 -11.647
H 28.305 15.808 -9.374
H 28.004 25.329 -19.486
H 26.596 28.542 -6.398
H 26.414 24.327 -14.429
O 28.098 16.722 -11.248
H 28.049 25.508 -9.661
C 28.494 25.274 -16.849
C 28.658 26.117 -19.112
C 26.500 26.422 -10.935
O 28.782 18.400 -9.910
C 27.402 23.967 -14.142
C 27.252 25.203 -10.339
H 27.425 23.635 -13.104
H 28.409 27.005 -19.691
H 26.443 29.996 -7.428
```

Values from the calculation:
* 2S+1: 1
* LUMO level: -0.1518 hartree
* total charge: +1
* HOMO: -12.13 eV
* E: -2448.34359 Eh
* relative energy (zero: lowest compared OMol25 entry of this formula, charge and spin): 1.5005 eV
* strongest force on any atom: 4.425 eV/Å

Atom charges from the Löwdin analysis, given in e for atoms 1 to 4: atom 1 (H): 0.126, atom 2 (K): 0.865, atom 3 (O): 0.013, atom 4 (H): 0.092

***

Molecular formula: C25H66F3NO23S7
Method: DFT, the ωB97M-V functional and the def2-TZVPD basis

Structure (XYZ):
```
125
Properties=species:S:1:pos:R:3
O 4.857 -2.306 0.101
O 1.630 -7.295 -3.828
C -2.531 -1.717 2.939
C 0.973 0.303 -1.026
H -1.959 7.472 1.072
H -3.770 -6.137 0.630
H -2.223 -0.549 -5.483
O 3.031 3.575 -0.142
F 3.746 -0.996 -2.436
H -3.507 -0.675 -2.290
C 8.008 0.639 2.273
N 0.994 -2.485 0.791
H -2.980 1.665 -5.640
O 3.678 1.591 3.635
H 0.126 1.984 -0.028
F 5.754 -1.729 -2.690
H 1.747 -2.864 0.149
O -1.153 3.882 2.194
C 1.984 3.852 -1.061
H -6.653 -2.273 5.571
O -0.703 5.417 0.306
H 0.079 -6.162 -2.039
H -6.760 -0.510 5.331
S 4.679 0.837 3.006
H -1.750 0.774 -1.007
H -1.866 -3.243 -1.110
H -1.259 -0.667 -0.036
C -2.616 -3.942 -0.723
S 2.212 -6.534 -2.766
H 0.273 -3.278 0.892
C -3.152 -5.451 1.229
H 2.946 6.400 1.937
H 9.065 0.570 2.564
C 4.222 0.446 1.346
O 3.449 -6.938 -2.216
H -3.637 3.468 0.586
O 1.686 3.769 1.901
C -6.080 -1.354 5.476
C 2.636 4.128 -2.421
H 7.135 0.890 4.211
C 2.858 5.913 0.975
H 8.024 1.166 1.320
O -6.334 1.146 -3.059
H 2.965 3.188 -2.851
C -2.741 3.775 0.061
H -2.274 2.904 -0.393
C 0.172 0.870 0.185
H 1.426 -2.357 1.702
H 3.686 6.059 0.282
H 0.840 -0.758 -1.261
H -2.618 2.090 -3.987
S -4.915 1.107 -2.913
H -4.741 -0.242 -1.079
O 5.230 -0.326 3.640
H 3.466 4.831 -2.291
O -4.327 0.923 -4.378
H -3.131 6.737 0.013
C -4.548 -0.422 -2.132
O 2.445 -5.042 -3.240
O -1.134 -4.120 1.211
O 2.887 -3.410 -0.892
H 2.032 0.443 -0.774
H 0.055 -2.727 -3.781
H -3.478 -3.342 -0.420
H -5.229 -1.205 -2.443
F 4.094 -2.804 -3.585
C 7.202 1.465 3.285
S 4.312 -3.107 -0.969
C 0.856 -3.164 -3.163
H 4.991 -0.004 0.737
S -1.601 4.641 1.102
H -2.616 -6.148 1.890
O -2.690 5.664 1.755
H -1.480 -5.656 -0.032
C -3.990 7.654 1.811
H -5.616 -1.480 3.381
H -5.573 -1.126 6.417
C -1.306 0.433 -0.056
H -2.312 -2.094 3.935
O -2.236 0.737 3.524
O 4.190 3.875 1.895
C 4.491 -2.108 -2.509
H 0.324 -3.357 -2.233
H 7.598 -0.367 2.247
H -3.778 -4.816 1.860
H -3.534 8.100 2.700
C -2.007 0.073 -4.610
H -0.973 0.413 -4.647
C 1.007 -6.319 -1.486
H 3.456 -0.308 1.556
H -2.942 -4.604 -1.537
H 1.354 2.970 -1.218
H 0.909 -7.221 -0.893
H -4.531 -2.367 4.470
H -1.558 -1.647 2.450
H 1.800 -4.014 -4.849
H -3.112 -2.387 2.312
H -1.957 0.803 0.743
H 0.781 0.887 -1.940
O 5.945 1.810 2.725
H -4.352 8.530 1.272
C -2.944 1.268 -4.623
H -4.781 6.960 2.081
H 1.652 -2.435 -3.099
C -2.892 6.903 1.070
O -4.257 -0.300 4.353
H 0.557 -5.085 -4.167
H 0.504 -1.641 0.491
C -2.019 -4.784 0.417
O 5.076 -4.307 -1.178
O 0.619 0.555 1.379
S -3.274 -0.119 3.090
H 7.751 2.372 3.552
O -4.218 2.184 -2.288
C -5.091 -1.439 4.340
H -2.126 -0.585 -3.750
H 1.986 4.700 -3.091
H -2.946 4.512 -0.713
C 1.352 -4.379 -3.924
H 1.235 4.566 -0.714
H 3.696 1.316 0.970
O -4.079 0.157 1.943
H 1.247 -5.433 -0.906
H 1.966 6.138 0.399
S 2.916 4.162 1.339
```

Values from the calculation:
* 2S+1: 1
* LUMO level: 0.1243 hartree
* total charge: -2
* HOMO: -1.80 eV
* E: -5864.25396 Eh
* strongest force on any atom: 2.515 eV/Å

Atom charges from the Löwdin analysis, given in e for atoms 1 to 4: atom 1 (O): -0.301, atom 2 (O): -0.301, atom 3 (C): -0.122, atom 4 (C): -0.083

***

Molecular formula: C5H4N2O2
Method: DFT, the ωB97M-V functional and the def2-TZVPD basis

Structure (XYZ):
```
13
Properties=species:S:1:pos:R:3
N -1.432 -0.691 0.391
C 0.977 -0.541 -0.274
H 3.091 0.895 0.261
C 1.742 0.844 -0.188
H 2.511 -2.095 -0.808
H -1.922 -2.397 1.023
C -0.515 1.339 -0.186
N 1.002 1.864 -0.385
O -1.171 -2.018 0.839
O -1.521 1.899 0.176
C 1.518 -1.722 -0.531
H 0.672 -2.414 -0.494
C -0.357 -0.128 -0.180
```

Values from the calculation:
* 2S+1: 1
* LUMO level: -0.0273 hartree
* HOMO: -9.78 eV
* E: -452.71812 Eh
* relative energy (zero: lowest compared OMol25 entry of this formula, charge and spin): 5.9901 eV
* strongest force on any atom: 8.854 eV/Å

Atom charges from the Löwdin analysis, given in e for atoms 1 to 4: atom 1 (N): 0.155, atom 2 (C): -0.259, atom 3 (H): 0.215, atom 4 (C): -0.122

***

Molecular formula: C4H10
Method: DFT, the ωB97M-V functional and the def2-TZVPD basis

Structure (XYZ):
```
14
Properties=species:S:1:pos:R:3
H 0.245 1.444 -1.241
H 0.714 -0.023 -1.976
C -1.313 0.060 -0.929
H -1.569 -1.041 -0.608
H 1.391 1.210 0.709
H 1.029 -0.650 2.313
C 1.117 0.226 0.263
C 0.271 0.377 -1.027
H -1.743 0.237 -1.856
H 1.906 -0.322 -0.031
H -0.018 -1.642 1.044
H -0.646 -0.088 2.014
H -1.831 0.802 -0.037
C 0.449 -0.588 1.360
```

Values from the calculation:
* 2S+1: 1
* LUMO level: 0.0419 hartree
* HOMO: -10.42 eV
* E: -158.31401 Eh
* relative energy (zero: lowest compared OMol25 entry of this formula, charge and spin): 2.4182 eV
* strongest force on any atom: 5.339 eV/Å

Atom charges from the Löwdin analysis, given in e for atoms 1 to 4: atom 1 (H): 0.076, atom 2 (H): 0.105, atom 3 (C): -0.131, atom 4 (H): 0.078